15
Properties=species:S:1:pos:R:3 method="wB97M-V/def2-TZVPD" total_energy_ev=-19885.034 orbital_gap_ev=9.2228
F -0.64 2.23 2.42
C -0.63 1.18 1.48
C -1.23 -0.03 1.49
C -0.69 -0.70 0.38
C 0.20 -0.04 -0.23
C 0.90 -0.45 -1.49
S 0.49 -2.19 -2.31
C 0.12 1.43 0.25
H -1.72 -0.57 2.48
H -0.97 -1.70 0.28
H 2.02 -0.37 -1.25
H 0.66 0.28 -2.16
H 1.11 -3.09 -1.41
H -0.64 1.92 -0.52
H 1.02 2.10 0.61